Computed, not measured: 2 unconnected molecules or ions with the total composition C2H8NO2 in a non-equilibrium geometry, with wB97M-V/def2-TZVPD.

Atoms and positions in Å:
C (0.90, 0.00, -0.97)
N (-0.38, 0.03, -0.15)
C (-1.18, -1.45, 0.10)
O (-1.74, -2.16, -0.90)
H (0.92, -0.62, -1.93)
H (1.21, 1.12, -1.19)
H (1.64, -0.53, -0.38)
H (-1.18, 0.56, -0.58)
H (-0.38, -2.00, 0.61)
H (-1.95, -1.02, 0.70)
H (0.95, 1.66, 2.25)
H (0.59, 2.00, 0.75)
O (0.62, 2.41, 1.69)

Its net charge is -1. The HOMO energy comes out at -2.770 eV. As for the LUMO energy: 4.1612 eV. The calculation puts the orbital gap at 0.255 Eh. The total energy is -7787.485 eV. The energy above the lowest of the compared OMol25 structures with the same formula, charge and spin is 39.2 kcal per mole.



Computed, not measured: a molecular structure, C27H26IrN3O2S6, with wB97M-V/def2-TZVPD.

Atoms and positions in Å:
Ir (-0.36, -0.99, -0.60)
S (-0.49, -4.95, 1.86)
C (-0.58, -3.51, 1.07)
S (-0.30, -1.94, 1.72)
S (-0.88, -3.38, -0.65)
O (-2.51, -0.84, -1.35)
N (-2.68, -0.59, -2.63)
C (-3.93, -0.77, -3.12)
C (-4.22, -0.51, -4.43)
C (-3.19, -0.08, -5.28)
C (-1.93, 0.08, -4.77)
C (-1.65, -0.18, -3.42)
S (-0.08, 0.03, -2.74)
H (-4.64, -1.11, -2.38)
H (-5.23, -0.66, -4.79)
H (-3.39, 0.13, -6.32)
H (-1.11, 0.42, -5.38)
N (2.40, -3.50, -0.01)
C (2.99, -2.32, 0.11)
S (2.30, -0.87, -0.43)
N (4.21, -2.26, 0.70)
C (5.15, -3.28, 0.95)
C (6.10, -3.01, 1.94)
C (7.08, -3.94, 2.23)
C (7.13, -5.15, 1.55)
C (6.19, -5.41, 0.56)
C (5.20, -4.48, 0.25)
H (1.46, -3.53, -0.40)
H (2.68, -4.28, 0.57)
H (4.50, -1.32, 0.91)
H (6.06, -2.08, 2.48)
H (7.81, -3.73, 3.00)
H (7.89, -5.89, 1.78)
H (6.22, -6.34, 0.01)
H (4.51, -4.68, -0.55)
O (-1.19, 0.85, 0.60)
S (-2.64, 1.29, 0.69)
C (-3.00, 1.31, 2.47)
C (-2.01, 2.06, 3.29)
C (-2.26, 3.37, 3.69)
C (-1.32, 4.07, 4.43)
C (-0.12, 3.47, 4.78)
C (0.14, 2.17, 4.38)
C (-0.80, 1.46, 3.65)
C (-2.58, 3.06, 0.36)
C (-2.25, 3.26, -1.09)
C (-3.25, 3.17, -2.06)
C (-2.94, 3.32, -3.40)
C (-1.63, 3.57, -3.78)
C (-0.64, 3.66, -2.82)
C (-0.94, 3.51, -1.48)
H (-3.03, 0.25, 2.72)
H (-4.01, 1.72, 2.55)
H (-3.20, 3.84, 3.44)
H (-1.53, 5.09, 4.75)
H (0.61, 4.02, 5.35)
H (1.07, 1.69, 4.65)
H (-0.60, 0.44, 3.34)
H (-1.82, 3.49, 1.02)
H (-3.56, 3.46, 0.62)
H (-4.27, 2.97, -1.76)
H (-3.72, 3.24, -4.14)
H (-1.39, 3.69, -4.83)
H (0.39, 3.84, -3.12)
H (-0.16, 3.55, -0.73)

The HOMO energy (spin up / spin down) comes out at -5.972 / -7.380 eV. As for the LUMO energy (spin up / spin down): 0.3319 / -1.4288 eV. The calculation puts the orbital gap (spin up / spin down) at 0.232 / 0.219 Eh. As for the spin multiplicity: 5. The total energy is -104834.316 eV. The energy above the lowest of the compared OMol25 structures with the same formula, charge and spin is 1.9 kcal per mole.



Computed, not measured: a molecular structure, C6H10 in a non-equilibrium geometry, with wB97M-V/def2-TZVPD.

Atoms and positions in Å:
C (-1.02, 0.72, 0.66)
C (-1.94, -0.38, 0.23)
C (3.66, 0.17, 0.19)
C (2.29, 0.06, -0.23)
C (1.18, -0.50, 0.35)
C (-0.24, -0.35, -0.24)
H (-1.32, 1.81, 0.28)
H (-5.95, -0.61, -1.60)
H (-0.70, 0.90, 1.70)
H (-5.19, -0.63, -1.42)
H (-0.21, -0.10, -1.28)
H (4.24, 0.75, -0.50)
H (4.28, -0.58, 0.70)
H (2.03, 0.59, -1.17)
H (1.28, -1.08, 1.25)
H (-2.41, -0.78, 1.07)

The HOMO energy comes out at -7.046 eV. As for the LUMO energy: -1.9841 eV. The calculation puts the orbital gap at 0.186 Eh. The total energy is -6375.026 eV. The energy above the lowest of the compared OMol25 structures with the same formula, charge and spin is 203.7 kcal per mole.



Computed, not measured: a single C5H5NO molecule in a non-equilibrium geometry, with wB97M-V/def2-TZVPD.

Atoms and positions in Å:
N (2.76, 1.44, 0.37)
C (2.11, 0.52, 0.10)
C (1.35, -0.59, -0.39)
C (0.08, -0.48, -0.78)
C (-0.86, 0.58, -0.29)
C (-1.51, -0.12, 0.92)
O (-0.86, -0.71, 1.75)
H (1.87, -1.54, -0.45)
H (-0.39, -1.34, -1.26)
H (-1.62, 0.89, -1.01)
H (-0.32, 1.46, 0.07)
H (-2.61, -0.11, 0.97)

Its SMILES is N#C/C=C\CC=O. The HOMO energy comes out at -10.143 eV. As for the LUMO energy: 0.1420 eV. The calculation puts the orbital gap at 0.378 Eh. The total energy is -8801.941 eV. The energy above the lowest of the compared OMol25 structures with the same formula, charge and spin is 34.1 kcal per mole.



Computed, not measured: a molecular structure, C2O4Rh in a non-equilibrium geometry, with wB97M-V/def2-TZVPD.

Atoms and positions in Å:
O (0.79, -1.05, 0.77)
C (0.04, -0.09, 1.16)
O (-0.30, 0.16, 2.29)
Rh (1.05, -1.22, -1.10)
O (-0.92, 0.97, -2.03)
C (-0.15, 0.51, -1.22)
O (-0.51, 0.73, 0.13)

Its net charge is +1. The HOMO energy (spin up / spin down) comes out at -15.609 / -16.052 eV. As for the LUMO energy (spin up / spin down): -6.5440 / -10.0219 eV. The calculation puts the orbital gap (spin up / spin down) at 0.333 / 0.222 Eh. As for the spin multiplicity: 5. The total energy is -13257.888 eV.



Computed, not measured: a molecular structure, C5H13N in a non-equilibrium geometry, with wB97M-V/def2-TZVPD.

Atoms and positions in Å:
C (2.33, -0.78, 0.17)
C (1.67, 0.40, -0.64)
C (0.37, 0.94, -0.13)
C (-0.89, 0.72, -0.90)
N (-1.31, -0.69, -0.77)
C (-1.29, -0.90, 0.58)
H (2.73, -1.52, -0.52)
H (1.59, -1.23, 0.83)
H (3.23, -0.42, 0.68)
H (2.44, 1.18, -0.71)
H (1.54, 0.02, -1.66)
H (-1.72, 1.31, -0.50)
H (0.39, 1.79, 0.56)
H (-3.58, 0.30, 1.43)
H (-0.76, 0.92, -1.97)
H (-3.67, 1.02, 1.57)
H (-0.29, -1.03, -0.27)
H (-1.29, -0.11, 1.31)
H (-1.50, -1.90, 0.94)

The HOMO energy comes out at -6.353 eV. As for the LUMO energy: -0.3522 eV. The calculation puts the orbital gap at 0.221 Eh. The total energy is -6878.421 eV. The energy above the lowest of the compared OMol25 structures with the same formula, charge and spin is 179.3 kcal per mole.



Computed, not measured: a single C4H9NOS molecule in a non-equilibrium geometry, with wB97M-V/def2-TZVPD.

Atoms and positions in Å:
C (2.84, -0.55, -0.24)
C (-1.26, 1.00, 0.51)
C (-0.61, 0.10, -0.49)
C (0.21, -1.13, 0.09)
N (1.39, -0.70, 0.79)
O (5.09, 0.46, -0.50)
S (3.81, 0.71, 0.12)
H (3.10, -1.47, -0.91)
H (-2.01, 1.72, -0.03)
H (-1.80, 0.45, 1.26)
H (-0.51, 1.69, 0.99)
H (-0.05, 0.56, -1.37)
H (-1.47, -0.34, -1.01)
H (-0.44, -1.53, 0.84)
H (0.35, -1.92, -0.66)
H (1.18, 0.18, 1.31)

The HOMO energy comes out at -8.704 eV. As for the LUMO energy: -0.0923 eV. The calculation puts the orbital gap at 0.316 Eh. The total energy is -18663.226 eV. The energy above the lowest of the compared OMol25 structures with the same formula, charge and spin is 99.2 kcal per mole.



Computed, not measured: a molecular structure, C7H16ClGaI2NO2P in a non-equilibrium geometry, with wB97M-V/def2-TZVPD.

Atoms and positions in Å:
I (-1.93, 5.22, 0.09)
I (0.64, 6.05, 0.44)
Ga (0.74, -0.31, -0.14)
P (1.00, 0.09, -2.38)
C (0.69, 1.69, -3.20)
C (2.74, -0.27, -2.82)
H (0.22, -2.13, -2.85)
H (0.31, -1.15, -4.34)
H (-1.04, -0.91, -3.20)
C (0.03, -1.14, -3.28)
H (3.05, -1.21, -2.35)
H (2.83, -0.35, -3.91)
H (0.86, 1.59, -4.28)
H (1.36, 2.46, -2.80)
H (3.39, 0.54, -2.47)
H (-0.35, 2.00, -3.03)
C (0.58, 1.68, 0.06)
O (0.44, 2.80, 0.27)
Cl (2.32, -1.61, 0.60)
C (-2.40, -2.09, 2.70)
N (-1.44, -1.13, 3.21)
C (-1.23, -1.00, 4.65)
C (-0.66, -0.48, 2.37)
O (-0.75, -0.71, 1.11)
H (-2.93, -2.51, 3.56)
H (-1.89, -2.90, 2.14)
H (-3.11, -1.60, 2.02)
H (-0.21, -1.31, 4.93)
H (-1.35, 0.05, 4.96)
H (-1.97, -1.63, 5.16)
H (0.07, 0.25, 2.77)

Its net charge is +2. The HOMO energy comes out at -14.114 eV. As for the LUMO energy: -8.5375 eV. The calculation puts the orbital gap at 0.205 Eh. The total energy is -103478.214 eV.



Computed, not measured: a molecular structure, C27H24F10N4PtS2, with wB97M-V/def2-TZVPD.

Atoms and positions in Å:
Pt (0.29, 0.31, 0.00)
C (3.40, 1.07, 0.20)
N (2.58, -0.10, -0.11)
C (2.83, -0.60, -1.46)
C (2.03, 0.17, -2.50)
N (0.60, -0.05, -2.29)
C (-0.28, 0.53, -3.15)
C (0.00, 1.49, -4.15)
F (1.26, 1.90, -4.40)
C (-0.99, 2.11, -4.91)
F (-0.64, 3.05, -5.79)
C (-2.32, 1.79, -4.74)
F (-3.27, 2.39, -5.46)
C (-2.64, 0.80, -3.83)
F (-3.91, 0.43, -3.67)
C (-1.65, 0.19, -3.09)
F (-2.02, -0.80, -2.27)
C (2.71, -1.14, 0.91)
C (2.14, -0.70, 2.27)
N (0.96, 0.11, 2.10)
C (0.30, 0.54, 3.21)
C (-0.22, 1.86, 3.28)
F (0.09, 2.72, 2.33)
C (-0.94, 2.33, 4.35)
F (-1.35, 3.59, 4.37)
C (-1.22, 1.50, 5.42)
F (-1.93, 1.92, 6.44)
C (-0.72, 0.20, 5.41)
F (-0.98, -0.61, 6.43)
C (0.04, -0.25, 4.35)
F (0.45, -1.51, 4.39)
H (4.45, 0.78, 0.34)
H (3.04, 1.56, 1.11)
H (3.34, 1.79, -0.61)
H (2.53, -1.65, -1.50)
H (3.89, -0.54, -1.70)
H (2.33, -0.19, -3.49)
H (2.29, 1.23, -2.45)
H (3.76, -1.43, 1.05)
H (2.15, -2.01, 0.57)
H (2.88, -0.13, 2.84)
H (1.94, -1.61, 2.85)
C (-3.82, 2.67, 0.29)
C (-2.41, 2.20, 0.04)
S (-2.04, 0.66, 0.67)
C (-1.53, 3.00, -0.67)
C (-1.99, 4.31, -1.26)
S (0.12, 2.66, -0.91)
H (-4.29, 2.06, 1.06)
H (-4.42, 2.59, -0.62)
H (-3.83, 3.71, 0.62)
H (-3.02, 4.26, -1.61)
H (-1.35, 4.59, -2.10)
H (-1.92, 5.11, -0.51)
N (-0.35, -2.17, -0.41)
C (0.02, -3.48, -0.05)
C (1.08, -4.12, -0.69)
C (1.47, -5.40, -0.30)
C (0.80, -6.06, 0.72)
C (-0.27, -5.43, 1.35)
C (-0.66, -4.15, 0.97)
H (-1.32, -1.98, -0.21)
H (-0.13, -1.92, -1.37)
H (1.59, -3.63, -1.51)
H (2.29, -5.89, -0.81)
H (1.10, -7.05, 1.02)
H (-0.81, -5.94, 2.14)
H (-1.49, -3.67, 1.46)

The HOMO energy (spin up / spin down) comes out at -6.706 / -7.186 eV. As for the LUMO energy (spin up / spin down): 0.0255 / -2.4281 eV. The calculation puts the orbital gap (spin up / spin down) at 0.247 / 0.175 Eh. As for the spin multiplicity: 5. The total energy is -86436.596 eV. The energy above the lowest of the compared OMol25 structures with the same formula, charge and spin is 8.8 kcal per mole.



Computed, not measured: a molecular structure, C5H10N2O2SeW, with wB97M-V/def2-TZVPD.

Atoms and positions in Å:
W (-0.47, 0.73, 1.10)
C (0.79, -2.22, 0.89)
C (0.09, -1.10, 0.18)
N (-1.28, -0.90, 0.27)
O (-2.01, -1.96, 0.81)
C (0.75, -0.11, -0.68)
C (0.78, 0.05, -2.16)
N (1.32, 0.77, 0.18)
O (2.22, 1.59, -0.05)
H (0.32, -2.46, 1.84)
H (1.83, -1.93, 1.08)
H (0.79, -3.12, 0.27)
H (-2.93, -1.73, 0.63)
H (-0.11, -0.40, -2.60)
H (1.66, -0.46, -2.57)
H (0.85, 1.10, -2.44)
Se (-0.25, 1.01, 3.33)
C (-1.02, 2.54, 0.11)
H (-2.10, 2.68, 0.15)
H (-0.70, 2.53, -0.94)
H (-0.54, 3.39, 0.60)

The HOMO energy (spin up / spin down) comes out at -8.427 / -8.427 eV. As for the LUMO energy (spin up / spin down): -0.6144 / -0.6138 eV. The calculation puts the orbital gap (spin up / spin down) at 0.287 / 0.287 Eh. The total energy is -79589.650 eV.



Computed, not measured: a molecular structure, C8H16CsO5 in a non-equilibrium geometry, with wB97M-V/def2-TZVPD.

Atoms and positions in Å:
C (-2.65, -0.31, -1.25)
H (-2.20, 0.53, -1.80)
H (-3.19, -0.75, -2.10)
H (-3.46, 0.04, -0.59)
O (-1.49, -0.74, -0.22)
C (-1.69, -0.31, 1.12)
C (-1.16, 1.09, 1.35)
O (0.24, 1.05, 1.11)
C (0.88, 2.31, 1.07)
C (2.34, 2.08, 0.76)
O (2.44, 1.43, -0.49)
C (3.78, 1.24, -0.92)
Cs (1.08, -0.63, -1.10)
H (-1.16, -1.01, 1.78)
H (-2.76, -0.34, 1.37)
H (-1.37, 1.41, 2.38)
H (-1.64, 1.81, 0.67)
H (0.79, 2.83, 2.04)
H (0.41, 2.95, 0.30)
H (2.80, 1.47, 1.54)
H (2.85, 3.06, 0.73)
H (3.75, 0.73, -1.89)
H (4.29, 2.21, -1.03)
H (4.34, 0.62, -0.20)
O (-1.86, -2.79, -1.94)
C (-1.85, -3.33, -0.81)
C (-0.57, -4.13, -0.51)
O (0.51, -3.61, -0.61)
H (-2.77, -3.68, -0.31)
H (-0.69, -5.23, -0.45)

Its net charge is +1. The HOMO energy comes out at -13.008 eV. As for the LUMO energy: -3.4968 eV. The calculation puts the orbital gap at 0.350 Eh. The total energy is -19331.749 eV. The energy above the lowest of the compared OMol25 structures with the same formula, charge and spin is 34.9 kcal per mole.



Computed, not measured: a molecular structure, C27H26O4PdSSb2, with wB97M-V/def2-TZVPD.

Atoms and positions in Å:
Pd (-1.65, 1.56, 0.32)
O (-2.79, 3.78, 0.62)
S (-3.19, 3.24, -0.69)
O (-4.06, 4.04, -1.49)
O (-1.87, 2.90, -1.40)
O (-3.71, 1.84, -0.43)
C (1.37, 2.41, -0.96)
C (1.88, 1.01, -1.34)
C (0.92, 0.24, -2.25)
Sb (-0.90, -0.36, -1.28)
C (-2.21, -0.81, -2.87)
C (-3.03, 0.21, -3.36)
C (-3.89, -0.06, -4.41)
C (-3.94, -1.33, -4.97)
C (-3.12, -2.35, -4.48)
C (-2.26, -2.09, -3.43)
C (-0.40, -2.26, -0.48)
C (0.87, -2.82, -0.59)
C (1.15, -4.03, 0.02)
C (0.17, -4.70, 0.73)
C (-1.10, -4.15, 0.84)
C (-1.38, -2.93, 0.24)
Sb (0.92, 3.00, 1.09)
C (2.81, 2.33, 1.89)
C (3.96, 2.20, 1.11)
C (5.16, 1.81, 1.69)
C (5.23, 1.54, 3.04)
C (4.09, 1.67, 3.83)
C (2.90, 2.07, 3.25)
C (-0.07, 1.26, 2.00)
C (-1.17, 1.48, 2.85)
C (-1.64, 0.47, 3.68)
C (-1.02, -0.76, 3.69)
C (0.09, -1.00, 2.87)
C (0.55, 0.00, 2.04)
H (0.49, 2.69, -1.54)
H (2.13, 3.16, -1.21)
H (2.13, 0.41, -0.46)
H (2.82, 1.12, -1.89)
H (1.39, -0.66, -2.66)
H (0.61, 0.85, -3.10)
H (-3.00, 1.19, -2.91)
H (-4.53, 0.72, -4.79)
H (-4.62, -1.54, -5.79)
H (-3.17, -3.34, -4.91)
H (-1.63, -2.88, -3.04)
H (1.65, -2.31, -1.15)
H (2.14, -4.45, -0.07)
H (0.39, -5.64, 1.21)
H (-1.87, -4.66, 1.40)
H (-2.37, -2.50, 0.35)
H (3.93, 2.41, 0.05)
H (6.05, 1.71, 1.07)
H (6.17, 1.23, 3.49)
H (4.14, 1.47, 4.89)
H (2.01, 2.16, 3.88)
H (-1.65, 2.46, 2.85)
H (-2.50, 0.66, 4.32)
H (-1.38, -1.54, 4.35)
H (0.57, -1.96, 2.88)
H (1.42, -0.19, 1.42)

The HOMO energy (spin up / spin down) comes out at -8.169 / -8.797 eV. As for the LUMO energy (spin up / spin down): 0.0674 / -1.8919 eV. The calculation puts the orbital gap (spin up / spin down) at 0.303 / 0.254 Eh. As for the spin multiplicity: 3. The total energy is -63997.970 eV. The energy above the lowest of the compared OMol25 structures with the same formula, charge and spin is 0.0 kcal per mole.